[1]
137
Properties=species:S:1:pos:R:3:mulliken_spin:R:1 method="wB97M-V/def2-TZVPD" e_tot_ev=-127723.26888 gap_ev="2.940 / 9.109" spin_multiplicity=5 total_charge=-1
Co -0.740 -2.462 -1.696 4.675
B 0.513 -0.778 -0.110 0.690
F -0.463 -0.208 0.731 -0.022
F 0.220 -0.508 -1.376 0.292
F 1.762 -0.243 0.166 0.025
F 0.376 -2.145 -0.021 0.114
B -1.347 -4.421 0.405 0.107
F -0.690 -4.348 1.578 0.007
F -2.084 -3.220 0.203 -0.103
F -0.357 -4.530 -0.594 -0.122
F -2.147 -5.567 0.483 0.016
C 2.908 4.102 -9.587 0.001
O 3.019 2.864 -8.826 -0.015
C 1.888 2.019 -8.945 0.019
C 1.918 0.631 -8.240 0.189
N 1.967 0.645 -6.752 -0.054
C 3.310 1.100 -6.289 0.002
C 3.532 0.829 -4.757 -0.004
O 2.706 1.556 -3.865 -0.001
C 2.760 1.295 -2.469 -0.003
H 2.947 3.885 -10.655 -0.001
H 3.715 4.776 -9.301 0.000
H 1.978 4.613 -9.342 -0.001
H 1.939 1.625 -9.960 0.009
H 0.987 2.567 -8.671 -0.016
H 2.735 -0.004 -8.583 0.030
H 1.074 -0.017 -8.475 -0.096
H 1.314 1.301 -6.346 0.026
H 3.397 2.162 -6.522 -0.001
H 4.071 0.598 -6.887 -0.004
H 4.582 0.939 -4.486 -0.001
H 3.408 -0.236 -4.559 0.002
H 1.940 1.750 -1.912 0.011
H 3.630 1.805 -2.054 0.001
H 2.766 0.259 -2.132 0.000
C -7.595 -2.828 4.853 0.000
O -6.532 -1.883 5.176 0.000
C -7.214 -0.805 5.747 0.000
C -6.349 0.192 6.411 0.000
N -5.080 0.445 5.734 0.000
C -5.234 1.308 4.573 0.000
C -3.902 1.328 3.852 0.001
O -3.690 -0.100 3.517 0.000
C -2.515 -0.255 2.722 -0.010
H -8.241 -3.141 5.674 0.000
H -7.200 -3.749 4.424 0.000
H -8.286 -2.429 4.111 0.000
H -7.978 -1.182 6.426 0.000
H -7.838 -0.329 4.990 0.000
H -6.149 -0.135 7.431 0.000
H -6.764 1.178 6.619 0.000
H -4.627 1.037 6.416 0.000
H -5.564 2.290 4.912 0.000
H -6.042 1.087 3.875 0.000
H -3.039 1.615 4.452 0.000
H -4.064 1.936 2.962 0.001
H -2.584 0.284 1.777 0.004
H -2.404 -1.329 2.576 -0.001
H -1.673 0.186 3.255 0.002
C 0.473 3.134 1.273 -0.011
O -0.475 4.110 1.806 -0.002
C -1.258 3.530 2.832 -0.002
C -2.074 4.608 3.677 0.001
N -2.888 5.421 2.750 0.000
C -3.271 6.735 3.391 0.000
C -4.009 7.668 2.376 0.000
O -3.079 8.140 1.447 0.000
C -3.070 7.413 0.172 0.001
H 0.906 3.512 0.347 0.002
H -0.053 2.251 0.910 0.002
H 1.274 2.916 1.979 0.000
H -0.600 2.985 3.509 0.000
H -1.892 2.758 2.397 0.002
H -1.366 5.189 4.268 0.000
H -2.738 4.070 4.353 0.000
H -2.276 5.535 1.955 0.000
H -2.365 7.215 3.761 0.000
H -3.920 6.505 4.236 0.000
H -4.211 8.599 2.905 0.000
H -4.950 7.326 1.946 0.000
H -3.080 6.325 0.224 0.000
H -2.143 7.558 -0.383 0.000
H -3.870 7.753 -0.486 0.000
C 7.854 -2.383 -0.425 0.000
O 6.796 -1.404 -0.476 0.000
C 5.807 -1.860 -1.399 0.009
C 4.554 -2.209 -0.611 -0.081
N 4.760 -3.435 0.079 -0.007
C 3.627 -3.770 0.946 -0.029
C 3.862 -5.213 1.568 0.002
O 5.201 -5.241 2.080 0.001
C 5.459 -6.354 2.936 0.000
H 8.430 -2.465 -1.346 0.000
H 7.506 -3.339 -0.034 0.000
H 8.673 -2.053 0.214 0.000
H 6.093 -2.715 -2.013 0.000
H 5.591 -1.078 -2.127 0.003
H 3.858 -2.428 -1.421 0.034
H 4.302 -1.343 0.002 -0.004
H 5.558 -3.343 0.691 0.001
H 2.718 -3.685 0.350 0.017
H 3.445 -3.013 1.708 0.004
H 3.772 -5.902 0.728 0.001
H 3.003 -5.505 2.172 -0.001
H 6.433 -6.092 3.348 0.000
H 5.676 -7.342 2.531 0.000
H 4.741 -6.341 3.756 0.000
C 1.541 -0.244 3.790 -0.002
C 1.968 0.161 5.178 0.000
O 1.710 -0.912 6.053 0.000
O 1.685 0.851 2.906 0.002
H 0.512 -0.601 3.811 0.000
H 2.113 -1.086 3.399 0.000
H 1.289 0.958 5.483 0.000
H 3.017 0.456 5.190 0.000
H 2.380 -1.592 5.950 0.000
H 1.453 0.527 2.033 0.006
C -3.649 -1.986 -1.948 -0.094
C -3.391 -3.118 -2.969 0.363
O -2.252 -3.824 -2.540 -0.791
O -2.434 -1.339 -1.600 -0.006
H -4.008 -2.376 -0.995 0.049
H -4.326 -1.217 -2.321 -0.318
H -3.258 -2.837 -4.014 0.189
H -4.304 -3.705 -3.068 -0.074
H -2.060 -4.554 -3.134 0.261
H -2.538 -0.399 -1.432 -0.017
C 0.754 -1.566 -4.063 -1.844
C 1.505 -2.850 -3.677 1.054
O 1.075 -3.250 -2.355 0.050
O -0.654 -1.734 -3.651 -1.638
H 0.684 -1.489 -5.148 0.126
H 1.099 -0.603 -3.689 0.111
H 2.591 -2.792 -3.754 0.027
H 1.254 -3.600 -4.427 0.073
H 1.617 -4.015 -2.147 -0.101
H -1.123 -1.359 -4.399 0.858

---

[2]
20
Properties=species:S:1:pos:R:3:mulliken_spin:R:1 method="wB97M-V/def2-TZVPD" e_tot_ev=-8918.73317 gap_ev="3.610 / 11.683" spin_multiplicity=2 de_lowest_kcal_mol=36.9 total_charge=0
C -0.877 -1.047 -0.757 -0.048
C -1.288 -1.200 0.678 0.543
C -0.234 -2.111 1.499 0.236
N -1.403 0.185 1.383 1.350
H -1.549 -0.490 -1.429 -0.073
H 0.162 -0.614 -0.887 -0.020
H -0.759 -2.118 -1.195 -0.014
H -2.095 -1.901 0.927 0.206
H -0.485 -3.185 1.323 0.024
H -0.518 -1.826 2.619 -0.146
H 0.785 -1.943 1.253 -0.034
H -0.560 0.911 0.928 -0.273
H -2.390 0.485 1.185 -0.627
H -1.321 0.116 2.429 -0.297
H 2.020 2.206 -3.114 -0.014
H 3.035 1.654 -2.110 -0.022
O 2.252 1.511 -2.487 0.085
H 1.723 1.924 -0.649 0.052
H 0.982 2.522 0.688 -0.110
O 0.895 1.878 -0.034 0.181

---

[3]
11
Properties=species:S:1:pos:R:3:mulliken_charge:R:1 method="wB97M-V/def2-TZVPD" e_tot_ev=-9236.03111 smiles="N#C[C@H]1CC=NO1" gap_ev=11.102 de_lowest_kcal_mol=102.8 total_charge=0
N -1.803 1.757 0.160 -0.444
C -0.696 1.352 0.364 0.187
C 0.528 0.356 0.625 0.005
C 0.161 -1.043 1.078 -0.414
C 0.040 -1.470 -0.311 -0.090
N 0.372 -0.862 -1.379 -0.304
O 1.101 0.311 -0.694 -0.337
H 1.320 0.755 1.129 0.404
H -0.915 -0.981 1.421 0.300
H 0.994 -1.223 1.668 0.338
H -0.392 -2.473 -0.674 0.357

---

[4]
96
Properties=species:S:1:pos:R:3:mulliken_charge:R:1 method="wB97M-V/def2-TZVPD" e_tot_ev=-76182.27683 gap_ev="6.255 / 6.260" total_charge=+3
C -2.570 -1.863 -0.164 0.065
C -1.012 -2.122 -1.881 -1.417
C -3.328 -2.928 -0.647 -1.091
C -1.773 -3.129 -2.459 -0.655
C -2.950 -3.544 -1.836 -1.333
H -4.199 -3.236 -0.072 0.632
H -1.421 -3.556 -3.399 0.651
H -3.547 -4.344 -2.272 0.490
N -1.362 -1.562 -0.699 1.481
P -2.421 0.711 1.003 -0.174
P 1.789 -1.344 -1.492 -0.536
C -3.091 -1.014 1.004 -1.337
H -4.196 -0.982 1.027 0.800
H -2.797 -1.479 1.959 0.601
C 0.174 -1.520 -2.633 -0.311
H 0.468 -2.147 -3.486 2.020
C 3.103 -0.413 -2.541 2.135
C 2.357 -3.049 -0.964 2.257
C -3.510 1.625 -0.271 1.828
C -2.498 1.373 2.795 2.098
C 3.057 1.082 -2.154 -1.552
H 3.381 1.251 -1.113 0.191
H 3.772 1.605 -2.806 0.658
H 2.066 1.541 -2.304 0.194
C 4.531 -0.905 -2.240 -1.635
H 4.809 -0.751 -1.188 0.273
H 4.697 -1.951 -2.535 0.327
H 5.215 -0.291 -2.847 0.567
C 2.823 -0.552 -4.045 -1.475
H 3.718 -0.198 -4.579 0.604
H 2.643 -1.588 -4.367 0.172
H 1.982 0.080 -4.362 0.271
C 3.456 -2.831 0.123 -1.449
H 3.356 -1.868 0.655 0.132
H 3.392 -3.629 0.877 0.437
H 4.462 -2.884 -0.318 0.467
C 1.176 -3.822 -0.332 -1.610
H 0.631 -3.225 0.407 -0.154
H 0.475 -4.174 -1.098 0.347
H 1.584 -4.700 0.193 0.778
C 2.871 -3.835 -2.191 -1.512
H 2.720 -3.336 -3.160 0.276
H 3.941 -4.058 -2.083 0.434
H 2.355 -4.806 -2.244 0.360
C -1.929 2.810 2.789 -1.784
H -1.639 3.066 3.819 0.513
H -1.027 2.919 2.160 0.264
H -2.677 3.549 2.472 0.366
C -1.578 0.518 3.690 -1.679
H -1.847 -0.545 3.706 0.295
H -0.516 0.612 3.418 0.131
H -1.682 0.910 4.714 0.715
C -3.931 1.353 3.357 -1.522
H -3.871 1.233 4.449 0.447
H -4.443 2.310 3.186 0.407
H -4.559 0.536 2.969 0.265
C -3.466 0.974 -1.683 -1.496
H -4.485 0.930 -2.099 0.461
H -2.863 1.575 -2.375 0.377
H -3.061 -0.040 -1.698 0.127
C -2.972 3.068 -0.394 -1.738
H -1.893 3.091 -0.627 0.322
H -3.510 3.556 -1.221 0.523
H -3.153 3.660 0.513 0.319
C -4.961 1.652 0.217 -1.568
H -5.372 0.645 0.365 0.365
H -5.083 2.237 1.137 0.326
H -5.554 2.147 -0.567 0.542
Ce 0.255 0.544 -0.017 0.371
C 0.563 -1.321 1.825 0.411
O 0.620 -2.122 2.673 -0.246
N -0.182 0.818 -2.110 0.038
C -0.230 -0.071 -3.055 0.033
C -0.661 0.234 -4.443 0.311
C -0.649 1.587 -4.846 -0.122
C -1.078 -0.747 -5.368 -0.056
C -0.976 1.945 -6.161 -1.052
H -0.367 2.341 -4.106 0.425
C -1.442 -0.383 -6.665 -1.032
H -1.124 -1.793 -5.056 0.334
C -1.376 0.954 -7.069 -0.464
H -0.927 2.988 -6.481 0.443
H -1.783 -1.149 -7.367 0.458
H -1.641 1.229 -8.097 0.441
C 2.925 0.985 3.137 -0.526
N 3.056 2.373 2.677 0.158
C 3.945 3.279 3.384 -0.850
C 2.373 2.796 1.622 -0.155
O 1.551 2.062 0.983 -0.496
H 3.640 0.870 3.962 0.445
H 3.158 0.272 2.321 0.089
H 1.898 0.782 3.500 0.131
H 4.743 3.650 2.728 0.364
H 3.401 4.152 3.764 0.367
H 4.379 2.727 4.215 0.314
H 2.563 3.825 1.322 0.580